Entry 1:
The following is a DFT calculation (ωB97M-V/def2-TZVPD) of a single C4H10N2 molecule.

* E_tot: -267.88330 a.u.
* SMILES: N/C=C/CCN
* HOMO level: -7.887 eV
* maximum force: 1.3 eV/A
* Kohn-Sham gap: 9.025 eV

The geometry in XYZ format:
```
16
C4H10N2, DFT ωB97M-V/def2-TZVPD
C 0.2562 -1.1095 1.6314
C -0.7332 -0.6083 0.5916
C -0.0808 0.2881 -0.4343
C -0.7521 1.2309 -1.0985
N -0.2287 2.1736 -1.9440
N 1.4146 -1.8614 1.1489
H 0.5919 -0.2572 2.2453
H -0.2545 -1.6903 2.4028
H -1.4884 -0.0196 1.1062
H -1.2147 -1.4746 0.1521
H 0.9958 0.3506 -0.4682
H -1.8359 1.2006 -1.0365
H 0.7013 2.5383 -1.8558
H -0.7652 2.7282 -2.5829
H 1.6496 -1.5199 0.2211
H 1.0817 -2.7927 0.9126
```

Atom charges from the Mulliken analysis, given in e for atoms 1 to 2:
1 C -0.767
2 C -0.374

Entry 2:
The following is a DFT calculation (ωB97M-V/def2-TZVPD) of 2 unconnected molecules or ions with the total composition C4H10N2.

* E_tot: -267.72222 a.u.
* SMILES: C=NC.C=NC
* HOMO level: -7.809 eV
* maximum force: 5.5 eV/A
* Kohn-Sham gap: 7.931 eV

The geometry in XYZ format:
```
16
C4H10N2, DFT ωB97M-V/def2-TZVPD
C 0.9776 0.7160 -2.1979
C 2.4136 0.9150 -0.1553
N 1.5409 0.3556 -0.9519
H 1.7301 1.2094 -2.7478
H 0.4379 -0.1100 -2.7101
H 0.2612 1.4903 -2.0744
H 3.5154 0.6265 -0.1552
H 2.0815 1.6376 0.4911
C -0.4161 -1.1085 1.0509
C -2.7379 -0.0994 1.3897
N -1.9588 -0.9777 0.9441
H -0.2370 -1.8439 2.0848
H -0.0774 -1.7398 0.2075
H 0.0934 -0.0775 1.2257
H -3.7932 -0.1122 1.2143
H -2.5092 0.7367 1.9938
```

Atom charges from the Mulliken analysis, given in e for atoms 1 to 2:
1 C -0.800
2 C -0.417

Entry 3:
The following is a DFT calculation (ωB97M-V/def2-TZVPD) of a single C4H10N2 molecule.

* E_tot: -267.86031 a.u.
* SMILES: [H]/N=C(/CC)NC
* HOMO level: -8.967 eV
* maximum force: 4.2 eV/A
* Kohn-Sham gap: 9.858 eV

The geometry in XYZ format:
```
16
C4H10N2, DFT ωB97M-V/def2-TZVPD
C -0.5908 0.1316 -1.2984
C 0.9310 -1.2413 1.7467
C -1.4336 1.3948 -1.1843
N 0.0563 -0.5171 0.8471
C 0.5471 0.1446 -0.3262
N 1.7691 0.2073 -0.7008
H -0.8343 -0.2532 1.2571
H 2.3991 -0.0506 0.0575
H -0.2225 -0.0074 -2.3176
H -1.1450 -0.6942 -0.5771
H 1.3363 -2.1178 1.2346
H 0.3851 -1.5469 2.6422
H 1.7657 -0.6193 2.0836
H -2.1284 1.4686 -2.0254
H -2.0179 1.4000 -0.2577
H -0.8170 2.3009 -1.1814
```

Atom charges from the Mulliken analysis, given in e for atoms 1 to 2:
1 C -0.322
2 C -1.047

Entry 4:
The following is a DFT calculation (ωB97M-V/def2-TZVPD) of a single C4H10N2 molecule.

* E_tot: -267.82388 a.u.
* SMILES: N/C=C/CCN
* HOMO level: -7.530 eV
* maximum force: 5.1 eV/A
* Kohn-Sham gap: 8.550 eV

The geometry in XYZ format:
```
16
C4H10N2, DFT ωB97M-V/def2-TZVPD
C 1.6210 -0.9592 0.2790
C 0.7645 -0.0818 1.2383
C -0.2381 0.6716 0.4788
C -1.5551 0.2676 0.2482
N -2.2079 0.8003 -0.8146
N 1.4958 -0.7123 -1.1412
H 1.3364 -2.0382 0.3457
H 2.7901 -0.7353 0.5725
H 0.4309 -0.5587 2.1197
H 1.4738 0.6355 1.8125
H -0.0342 1.7408 0.1510
H -2.0165 -0.6023 0.7236
H -2.0490 1.6865 -1.2894
H -3.0390 0.2087 -1.2027
H 0.6052 -0.3906 -1.3429
H 1.9339 0.0482 -1.6653
```

Atom charges from the Mulliken analysis, given in e for atoms 1 to 2:
1 C -0.245
2 C -0.740

Entry 5:
The following is a DFT calculation (ωB97M-V/def2-TZVPD) of 2 unconnected molecules or ions with the total composition C4H10N2.

* E_tot: -267.80959 a.u.
* SMILES: C=NC.C=NC
* HOMO level: -9.179 eV
* maximum force: 2.5 eV/A
* Kohn-Sham gap: 10.124 eV

The geometry in XYZ format:
```
16
C4H10N2, DFT ωB97M-V/def2-TZVPD
C -1.6980 -0.0340 -1.3378
C -3.1900 -1.4954 -2.3635
N -2.8265 -0.2930 -2.2417
H -1.7255 0.9999 -1.0153
H -0.7910 -0.3896 -1.8125
H -1.8399 -0.7066 -0.4720
H -3.6193 -1.8651 -3.2886
H -2.9439 -2.1783 -1.5385
C 2.4043 -0.1760 1.2865
C 2.1524 1.9176 2.3241
N 1.6133 0.9622 1.7099
H 2.0507 -1.0321 1.8639
H 3.4741 -0.0610 1.4858
H 2.1736 -0.4360 0.2519
H 1.6004 2.5038 3.0598
H 3.1653 2.2837 2.0878
```

Atom charges from the Mulliken analysis, given in e for atoms 1 to 2:
1 C -0.649
2 C -0.239

Entry 6:
The following is a DFT calculation (ωB97M-V/def2-TZVPD) of 3 unconnected molecules or ions with the total composition C4H10N2O.

* E_tot: -342.90368 a.u.
* HOMO level (alpha / beta): -6.967 / -6.963 eV
* maximum force: 2.2 eV/A
* Kohn-Sham gap (alpha / beta): 7.639 / 7.634 eV

The geometry in XYZ format:
```
17
C4H10N2O, DFT ωB97M-V/def2-TZVPD
C 1.6148 0.7194 -0.1121
C -1.3096 -0.7163 -0.0568
C 1.4869 -0.6041 -0.0010
N -0.8082 2.4156 -0.6464
N -1.4525 -0.8017 1.2972
C 1.7323 -1.8863 -0.0269
O -0.4886 1.0562 -0.5999
H -1.7208 2.6775 -0.2787
H -0.7746 2.6780 -1.6324
H -1.7443 0.0483 1.7568
H -0.7472 -1.3403 1.7805
H 1.5827 1.3605 0.7590
H 1.9900 1.1739 -1.0197
H -2.1650 -0.3094 -0.5745
H -0.8723 -1.5714 -0.5501
H 0.9461 -2.6143 -0.2278
H 2.7305 -2.2856 0.1327
```

Atom charges from the Mulliken analysis, given in e for atoms 1 to 2:
1 C -0.405
2 C -0.361

Entry 7:
The following is a DFT calculation (ωB97M-V/def2-TZVPD) of a single C4H10N2O molecule.

* E_tot: -343.12315 a.u.
* SMILES: C[C@@H](CN)NC=O
* HOMO level: -9.388 eV
* maximum force: 6.6 eV/A
* Kohn-Sham gap: 10.351 eV

The geometry in XYZ format:
```
17
C4H10N2O, DFT ωB97M-V/def2-TZVPD
C 2.2973 0.2438 -0.8559
N 1.3823 -0.6127 -0.3896
C -0.9229 -1.5523 -0.1495
C -0.1146 -0.2487 -0.4108
C -0.2987 0.9421 0.5884
N -1.7904 1.1174 0.8036
O 1.9721 1.2046 -1.5088
H 3.3738 0.0133 -0.7130
H 1.5489 -1.4295 0.1938
H -1.6919 -1.7823 -0.9084
H -1.4495 -1.4929 0.8955
H -0.1227 -2.3454 -0.0509
H -0.4824 0.2054 -1.4203
H 0.1839 0.9478 1.5573
H 0.2000 1.7649 0.0624
H -2.1268 1.9168 0.5380
H -1.9582 1.1077 1.7682
```

Atom charges from the Mulliken analysis, given in e for atoms 1 to 2:
1 C -0.018
2 N -0.239

Entry 8:
The following is a DFT calculation (ωB97M-V/def2-TZVPD) of 2 unconnected molecules or ions with the total composition C4H10N2O.

* E_tot: -342.97183 a.u.
* HOMO level (alpha / beta): -8.977 / -7.640 eV
* maximum force: 1.2 eV/A
* Kohn-Sham gap (alpha / beta): 9.171 / 7.608 eV

The geometry in XYZ format:
```
17
C4H10N2O, DFT ωB97M-V/def2-TZVPD
C -0.7622 0.7602 -0.3467
C -0.0560 -1.0347 1.3433
C -2.1274 0.2459 -0.6353
C 0.1428 0.2287 0.5532
N 1.3081 0.3293 -1.7432
O 2.2403 0.2026 1.3367
N 1.3284 0.8681 0.5368
H 3.0182 0.7726 1.2878
H -0.4803 1.6952 -0.8059
H 1.9028 0.2710 -2.5877
H 1.2671 -0.6530 -1.4477
H -1.0905 -1.3676 1.3063
H 0.5836 -1.8361 0.9651
H 0.2207 -0.8781 2.3869
H -2.2617 -0.8034 -0.3752
H -2.3585 0.3718 -1.6943
H -2.8754 0.8274 -0.0803
```

Atom charges from the Mulliken analysis, given in e for atoms 1 to 2:
1 C 0.039
2 C -1.122

Entry 9:
The following is a DFT calculation (ωB97M-V/def2-TZVPD) of a single C4H10N2O molecule.

* E_tot: -343.09354 a.u.
* SMILES: NCCNCC=O
* HOMO level: -8.079 eV
* maximum force: 3.0 eV/A
* Kohn-Sham gap: 9.056 eV

The geometry in XYZ format:
```
17
C4H10N2O, DFT ωB97M-V/def2-TZVPD
N -1.1547 2.3568 -1.7448
C -0.4767 1.0940 -1.5138
C -0.0631 0.9024 -0.0619
N 0.4874 -0.4336 0.3213
C 0.8000 -1.0697 1.5529
C 0.4735 -2.6749 1.4599
O 1.1441 -3.3935 0.7895
H -1.5603 2.4173 -2.6650
H -1.8599 2.5755 -1.0573
H 0.4514 1.0834 -2.0836
H -1.0181 0.1436 -1.7347
H -0.8539 1.0997 0.6455
H 0.7408 1.6109 0.1822
H 0.9368 -0.8775 -0.4667
H 1.8809 -1.1665 1.7185
H 0.2688 -0.6021 2.3803
H -0.1968 -3.0657 2.2778
```

Atom charges from the Mulliken analysis, given in e for atoms 1 to 2:
1 N -0.536
2 C -0.446

Entry 10:
The following is a DFT calculation (ωB97M-V/def2-TZVPD) of a single C4H10N2O molecule.

* E_tot: -343.16062 a.u.
* SMILES: CNCCNC=O
* HOMO level: -9.376 eV
* maximum force: 0.5 eV/A
* Kohn-Sham gap: 10.342 eV

The geometry in XYZ format:
```
17
C4H10N2O, DFT ωB97M-V/def2-TZVPD
C -2.9441 0.2903 -0.3658
N -1.6110 0.5134 -0.2789
C -0.8384 0.0871 0.8748
C 0.4515 -0.5869 0.4368
N 1.3483 0.4084 -0.1576
C 2.5471 -0.1989 -0.7222
O -3.5957 -0.3655 0.4211
H -3.4365 0.7684 -1.2256
H -1.2126 1.2484 -0.8434
H -0.5906 0.9425 1.5103
H -1.4527 -0.6083 1.4412
H 0.2140 -1.3325 -0.3245
H 0.9063 -1.0980 1.2962
H 1.6292 1.0233 0.6012
H 3.0785 -0.8631 -0.0258
H 2.2622 -0.7988 -1.5874
H 3.2444 0.5701 -1.0501
```

Atom charges from the Mulliken analysis, given in e for atoms 1 to 2:
1 C -0.002
2 N -0.148

Entry 11:
The following is a DFT calculation (ωB97M-V/def2-TZVPD) of a single C4H10N2O molecule.

* E_tot: -343.08935 a.u.
* SMILES: CN/N=C(/C)CO
* HOMO level: -8.248 eV
* maximum force: 3.1 eV/A
* Kohn-Sham gap: 9.124 eV

The geometry in XYZ format:
```
17
C4H10N2O, DFT ωB97M-V/def2-TZVPD
C 2.4595 0.8161 -0.8906
C -0.7089 0.2989 0.5194
C -1.6422 1.1100 1.3864
C -1.1496 -1.1419 0.3782
H 2.2224 1.7887 -1.3428
H 3.1164 0.3754 -1.5428
H 3.0545 0.9994 0.0126
H 1.3209 -0.8676 -0.5279
H -2.5174 1.3958 0.7673
H -2.0334 0.5991 2.3182
H -1.0693 2.0686 1.7250
H -0.9090 -1.5901 1.3322
H -2.2288 -1.1940 0.4335
H -0.6748 -1.3800 -1.4696
N 1.2066 0.1491 -0.7237
N 0.3238 0.8250 0.0420
O -0.5935 -1.9391 -0.6617
```

Atom charges from the Mulliken analysis, given in e for atoms 1 to 2:
1 C -0.889
2 C 0.703

Entry 12:
The following is a DFT calculation (ωB97M-V/def2-TZVPD) of a single C4H10N2O molecule.

* E_tot: -343.02514 a.u.
* HOMO level (alpha / beta): -7.066 / -7.065 eV
* maximum force: 1.1 eV/A
* Kohn-Sham gap (alpha / beta): 6.621 / 6.618 eV

The geometry in XYZ format:
```
17
C4H10N2O, DFT ωB97M-V/def2-TZVPD
C -1.6857 -1.0886 -1.0503
C -0.5953 -0.4007 0.9499
C 1.1889 1.5996 0.8593
N -1.0677 -1.3863 0.0540
C 0.7830 0.3681 0.0649
O -0.0935 0.9403 -1.1403
N 1.7701 -0.4299 -0.2663
H 0.3944 0.6340 -1.9158
H -0.5432 -2.2544 0.0641
H 1.4616 -1.2497 -0.7889
H -1.7297 -1.8232 -1.8424
H -2.2228 -0.1577 -1.1270
H -1.3466 0.3623 1.1217
H -0.2014 -0.8276 1.8632
H 1.8399 2.2222 0.2451
H 0.3188 2.1872 1.1497
H 1.7292 1.3044 1.7592
```

Atom charges from the Mulliken analysis, given in e for atoms 1 to 2:
1 C -0.262
2 C -0.963